C5H7NO | wB97M-V/def2-TZVPD

As for the net charge: 0. As for the strongest force on any atom: 0.008 Eh/bohr. The gap between HOMO and LUMO comes out at 0.2942 hartree. The calculation puts the energy above the lowest of the compared OMol25 structures with the same formula, charge and spin at 418.0 kJ/mol.

Each line ends with the natural charge from an NBO analysis.
Atoms and positions in Å:
1 C -0.0250 1.2923 -1.3290  -0.37
2 C -0.4187 0.6813 -0.2178  0.23
3 C 0.3807 -0.0743 0.7556  0.21
4 N 1.7172 0.1200 0.9179  -0.77
5 C -0.4756 -0.9907 1.2842  -0.47
6 C -1.8323 -0.7356 0.8369  0.21
7 O -1.7359 0.3391 -0.0016  -0.49
8 H 1.0297 1.4202 -1.5521  0.21
9 H -0.6973 -1.2436 -1.8623  -0.02
10 H -0.7561 1.6267 -2.0588  0.23
11 H 2.1705 -0.4162 1.6430  0.40
12 H 2.0584 1.0665 0.8374  0.39
13 H -0.2197 -1.7931 1.9647  0.22
14 H -1.1313 -1.6699 -1.4231  0.01

Forces on the atoms, in the same order (eV/Å):
-0.01 0.15 0.15
0.22 -0.02 -0.19
-0.11 -0.03 -0.07
-0.01 0.01 0.12
-0.05 -0.03 0.11
0.33 0.19 0.03
-0.14 -0.11 0.05
-0.16 0.03 0.12
-0.16 -0.31 0.05
0.11 -0.02 0.15
-0.09 0.05 -0.10
-0.02 -0.13 -0.12
-0.06 0.16 0.00
0.15 0.03 -0.29